DFT (ωB97M-V/def2-TZVPD) results for a cluster of 2 separate species, C5H14NO in total in a non-equilibrium geometry.

Calculated values
HOMO energy = -13.12 eV
HOMO-LUMO gap = 0.361 Eh

```
! wB97M-V def2-TZVPD RIJCOSX def2/J DEFGRID3
* xyz 1 1
C 0.22 -1.08 -1.24
C 0.30 0.41 -1.42
C -0.54 1.12 -0.29
C -1.81 0.82 -0.08
C -2.72 1.44 0.95
N 1.06 -1.49 -0.05
H 0.69 -1.54 -2.12
H -0.78 -1.49 -1.23
H -0.09 0.80 -2.36
H 1.27 0.90 -1.38
H 0.13 1.66 0.37
H -2.34 0.16 -0.76
H -3.23 2.28 0.49
H -2.32 1.60 1.94
H -3.53 0.72 1.17
H 0.47 -1.25 0.74
H 1.86 -0.87 -0.03
H 1.31 -2.49 -0.08
H 3.12 -1.27 2.07
H 3.82 0.06 1.80
O 3.11 -0.50 1.51
*
```

DFT (ωB97M-V/def2-TZVPD) results for a structure of composition C32H28GdN7O2S4 in a non-equilibrium geometry.

Calculated values
HOMO energy (spin up / spin down) = -7.30 / -7.27 eV
<S²> = 16.031
HOMO-LUMO gap (spin up / spin down) = 0.251 / 0.183 Eh

```
! wB97M-V def2-TZVPD RIJCOSX def2/J DEFGRID3
* xyz 0 8
Gd 0.12 0.85 0.58
C 5.87 2.59 -0.30
C 5.48 1.13 -0.52
N 4.62 0.65 0.56
C 3.36 0.21 0.42
S 2.49 -0.12 1.87
N 2.93 -0.08 -0.82
N 1.64 -0.40 -0.91
C 1.27 -1.21 -1.95
C 2.23 -1.73 -2.97
C -0.12 -1.55 -1.95
C -0.59 -2.77 -2.47
C -1.91 -3.11 -2.30
C -2.78 -2.20 -1.70
C -2.26 -0.99 -1.26
N -0.97 -0.67 -1.33
H 6.41 2.97 -1.17
H 6.52 2.69 0.58
H 4.98 3.19 -0.15
H 6.37 0.50 -0.57
H 4.93 1.02 -1.45
H 4.92 0.81 1.50
H 2.38 -0.96 -3.73
H 1.87 -2.63 -3.46
H 3.20 -1.91 -2.50
H 0.10 -3.45 -2.95
H -2.26 -4.08 -2.64
H -3.83 -2.42 -1.57
H -2.93 -0.24 -0.86
S 0.72 3.00 2.49
C 1.52 3.46 1.08
N 1.58 2.70 0.00
C 2.27 3.31 -1.04
C 2.48 2.77 -2.30
C 3.22 3.49 -3.23
C 3.74 4.75 -2.91
C 3.52 5.31 -1.66
C 2.79 4.58 -0.73
S 2.36 5.00 0.91
H 2.06 1.80 -2.54
H 3.38 3.09 -4.21
H 4.32 5.29 -3.64
H 3.91 6.28 -1.40
O -1.27 2.45 -0.28
S -2.48 2.16 0.51
O -3.66 1.89 -0.27
N -2.02 0.97 1.46
C -2.83 -0.12 1.76
C -4.19 -0.09 1.93
C -4.90 -1.27 2.24
C -4.26 -2.46 2.40
C -2.87 -2.54 2.22
C -2.13 -3.74 2.33
C -0.79 -3.74 2.07
C -0.17 -2.54 1.70
N -0.80 -1.40 1.62
C -2.14 -1.37 1.89
C -2.77 3.59 1.53
C -2.95 4.82 0.93
C -3.16 5.93 1.73
C -3.17 5.80 3.11
C -2.99 4.56 3.70
C -2.79 3.44 2.90
H -4.72 0.84 1.81
H -5.98 -1.21 2.35
H -4.82 -3.36 2.64
H -2.65 -4.65 2.61
H -0.21 -4.65 2.15
H 0.89 -2.51 1.47
H -2.92 4.90 -0.15
H -3.30 6.90 1.27
H -3.32 6.67 3.73
H -2.98 4.46 4.78
H -2.64 2.46 3.34
*
```

DFT (ωB97M-V/def2-TZVPD) results for a cluster of 12 separate species, C54H114N6O18 in total in a non-equilibrium geometry.

Calculated values
HOMO energy = -4.89 eV
HOMO-LUMO gap = 0.125 Eh

```
! wB97M-V def2-TZVPD RIJCOSX def2/J DEFGRID3
* xyz 0 1
C 2.92 4.24 -1.10
C 2.28 3.28 -2.17
C 1.78 4.09 -3.43
N 1.14 3.33 -4.62
C 1.93 2.09 -5.14
C -0.34 2.90 -4.32
C -1.16 4.15 -4.51
C -0.40 5.06 -5.53
C 0.86 4.24 -5.82
H 2.14 4.86 -0.68
H 3.51 5.06 -1.51
H 3.48 3.72 -0.32
H 1.42 2.71 -1.83
H 2.97 2.53 -2.56
H 2.56 4.63 -3.98
H 1.08 4.82 -3.05
H 1.45 1.61 -6.00
H 2.03 1.31 -4.39
H 2.88 2.50 -5.49
H -0.49 2.22 -5.16
H -0.37 2.56 -3.29
H -2.13 3.82 -4.88
H -1.30 4.59 -3.52
H -0.95 5.16 -6.46
H -0.19 6.05 -5.11
H 0.65 3.60 -6.67
H 1.72 4.88 -6.02
C 3.26 1.03 4.00
C 2.72 2.47 3.59
C 3.27 3.65 4.50
N 2.58 5.01 4.12
C 2.74 5.22 2.57
C 3.22 6.18 4.90
C 2.12 6.71 5.81
C 0.98 5.69 5.88
C 1.10 5.00 4.46
H 2.91 0.82 5.01
H 4.35 1.00 3.95
H 2.91 0.29 3.27
H 1.63 2.49 3.52
H 3.13 2.57 2.58
H 4.36 3.74 4.53
H 3.03 3.49 5.55
H 3.80 5.08 2.34
H 2.44 6.20 2.20
H 2.15 4.44 2.09
H 3.53 6.91 4.15
H 4.13 5.83 5.39
H 1.90 7.71 5.43
H 2.44 6.86 6.85
H -0.04 6.04 6.05
H 1.14 4.90 6.61
H 0.44 5.49 3.74
H 0.79 3.97 4.67
C -5.56 1.96 4.01
C -4.00 1.88 4.30
C -3.67 1.08 5.59
N -2.17 0.86 5.76
C -1.49 2.22 6.13
C -1.42 0.11 4.65
C -0.21 -0.48 5.34
C -0.75 -0.88 6.68
C -1.97 -0.06 6.96
H -6.11 1.02 4.06
H -5.66 2.26 2.97
H -5.99 2.68 4.70
H -3.58 2.89 4.24
H -3.56 1.38 3.44
H -4.10 0.11 5.35
H -4.06 1.50 6.52
H -0.41 2.14 6.16
H -1.84 2.51 7.12
H -1.76 2.98 5.39
H -1.20 0.83 3.86
H -2.11 -0.62 4.24
H 0.57 0.27 5.24
H 0.22 -1.32 4.79
H -0.03 -0.63 7.45
H -0.90 -1.95 6.83
H -2.21 0.35 7.94
H -2.85 -0.70 6.84
C 0.97 0.53 0.99
C -0.27 0.48 0.07
C -0.81 -0.90 -0.26
N -2.25 -0.81 -0.90
C -3.27 -0.51 0.28
C -2.41 0.24 -2.01
C -3.68 -0.22 -2.69
C -3.73 -1.69 -2.66
C -2.65 -2.09 -1.57
H 1.15 1.57 1.24
H 1.87 0.12 0.54
H 0.88 0.20 2.03
H 0.17 0.94 -0.81
H -1.03 1.14 0.49
H -0.98 -1.51 0.63
H -0.17 -1.42 -0.98
H -3.04 0.50 0.63
H -3.08 -1.24 1.08
H -4.28 -0.59 -0.12
H -2.45 1.24 -1.58
H -1.46 0.19 -2.55
H -4.64 0.21 -2.40
H -3.39 0.13 -3.68
H -4.72 -2.10 -2.44
H -3.50 -2.03 -3.67
H -3.02 -2.83 -0.86
H -1.72 -2.44 -2.02
C 7.65 -4.17 -2.60
C 7.13 -2.76 -3.09
C 6.27 -2.10 -2.02
N 6.14 -0.56 -2.10
C 5.55 -0.13 -3.46
C 7.41 0.27 -1.95
C 7.05 1.67 -1.45
C 5.62 1.60 -0.90
C 5.29 0.07 -1.01
H 6.84 -4.89 -2.73
H 7.97 -4.14 -1.56
H 8.45 -4.42 -3.30
H 6.67 -2.92 -4.07
H 8.06 -2.25 -3.31
H 6.57 -2.29 -0.99
H 5.22 -2.36 -2.19
H 4.68 -0.72 -3.72
H 6.28 -0.26 -4.27
H 5.22 0.91 -3.38
H 7.94 0.28 -2.90
H 8.05 -0.24 -1.23
H 7.21 2.29 -2.33
H 7.71 1.98 -0.65
H 5.00 2.18 -1.57
H 5.60 2.08 0.08
H 4.23 -0.08 -1.22
H 5.62 -0.45 -0.11
C -5.68 -4.98 -2.22
C -4.23 -5.36 -2.15
C -3.80 -5.97 -0.82
N -2.39 -6.66 -0.84
C -1.29 -5.59 -1.21
C -2.05 -7.40 0.53
C -1.34 -8.71 0.13
C -1.38 -8.88 -1.42
C -2.32 -7.78 -1.86
H -6.03 -4.71 -3.22
H -5.92 -4.20 -1.51
H -6.18 -5.87 -1.83
H -3.57 -4.56 -2.49
H -4.12 -6.09 -2.95
H -4.46 -6.82 -0.68
H -3.89 -5.29 0.04
H -1.66 -5.24 -2.18
H -0.33 -6.11 -1.16
H -1.52 -4.85 -0.44
H -1.60 -6.77 1.30
H -3.04 -7.66 0.91
H -0.33 -8.45 0.43
H -1.67 -9.52 0.78
H -0.49 -8.73 -2.03
H -1.76 -9.81 -1.85
H -2.13 -7.40 -2.87
H -3.28 -8.31 -1.90
O -5.04 -1.57 -5.54
C -6.19 -2.24 -5.73
O -6.58 -2.34 -6.88
O -6.77 -2.60 -4.70
H -4.80 -1.33 -6.44
O -1.26 -2.94 3.23
C -1.33 -3.90 2.37
O -2.39 -3.85 1.72
O -0.35 -4.65 2.21
H -2.15 -2.75 2.92
O 2.23 -3.07 -2.71
C 1.72 -1.86 -2.99
O 0.53 -1.76 -3.35
O 2.42 -0.86 -2.81
H 1.41 -3.50 -2.98
O -2.56 0.90 -6.08
C -2.83 1.61 -7.14
O -1.88 2.14 -7.78
O -4.01 1.59 -7.58
H -3.44 0.51 -6.07
O -5.15 -3.19 1.97
C -5.31 -2.43 3.06
O -4.25 -1.95 3.51
O -6.45 -2.30 3.54
H -4.19 -3.19 1.98
O -2.56 4.44 2.16
C -1.41 3.95 1.75
O -1.08 4.07 0.56
O -0.69 3.39 2.59
H -2.70 4.58 1.22
*
```

DFT (ωB97M-V/def2-TZVPD) results for a cluster of 4 separate species, C29H21BF9INO8 in total in a non-equilibrium geometry.

Calculated values
HOMO energy = -11.18 eV
HOMO-LUMO gap = 0.253 Eh

```
! wB97M-V def2-TZVPD RIJCOSX def2/J DEFGRID3
* xyz 1 1
O -5.20 4.89 -0.04
B -4.64 4.07 -0.96
O -5.36 3.10 -1.59
C -3.10 4.26 -1.38
C -2.79 4.44 -2.71
C -1.51 4.60 -3.12
I -0.98 4.84 -5.13
C -0.55 4.60 -2.19
N -0.85 4.43 -0.91
C -2.09 4.24 -0.48
C -2.26 4.02 1.00
C -1.29 3.01 1.63
C -1.69 1.54 1.50
F -2.81 1.32 2.18
F -0.70 0.80 2.06
C -1.86 1.04 0.06
F -3.06 1.48 -0.35
F -0.92 1.54 -0.76
C -1.86 -0.53 -0.10
F -2.75 -0.82 -1.07
F -2.27 -1.14 1.00
C -0.50 -1.11 -0.60
F 0.55 -0.59 0.03
F -0.51 -2.43 -0.38
F -0.40 -0.91 -1.91
H -5.82 4.36 0.48
H -4.81 2.38 -1.90
H -3.60 4.43 -3.43
H 0.48 4.73 -2.49
H -0.07 4.45 -0.26
H -3.28 3.78 1.26
H -2.06 4.98 1.46
H -1.29 3.19 2.70
H -0.26 3.11 1.31
C -2.10 0.86 5.89
C -2.83 0.31 6.86
C -3.51 1.15 7.87
O -4.17 0.65 8.76
C -3.36 2.62 7.76
C -2.63 3.17 6.79
C -1.95 2.33 5.78
O -1.28 2.83 4.89
H -1.59 0.27 5.14
H -2.95 -0.76 6.95
H -3.87 3.22 8.51
H -2.51 4.24 6.70
C 5.09 -1.23 -3.68
C 4.50 -0.21 -4.31
C 3.03 -0.06 -4.32
O 2.49 0.87 -4.89
C 2.23 -1.07 -3.59
C 2.81 -2.09 -2.95
C 4.29 -2.24 -2.94
O 4.82 -3.16 -2.36
H 6.16 -1.36 -3.66
H 5.07 0.54 -4.85
H 1.16 -0.94 -3.61
H 2.25 -2.84 -2.41
C 5.63 -8.58 -2.87
C 4.87 -9.20 -1.97
C 4.09 -8.43 -0.97
O 3.40 -9.00 -0.14
C 4.20 -6.95 -1.00
C 4.96 -6.33 -1.90
C 5.73 -7.10 -2.91
O 6.42 -6.53 -3.73
H 6.20 -9.12 -3.62
H 4.78 -10.28 -1.93
H 3.62 -6.42 -0.26
H 5.04 -5.26 -1.94
*
```